10
Properties=species:S:1:pos:R:3:mulliken_charge:R:1 method="wB97M-V/def2-TZVPD" homo_ev=-9.420 total_charge=0
I 1.207 2.276 -0.626 0.0605
I -3.685 0.637 -0.635 0.0311
O -1.876 -1.277 0.629 -0.3596
C 1.235 0.206 -0.627 -0.6876
C 1.666 -0.449 0.430 -0.3370
C -1.963 -0.133 0.344 -0.0953
H -1.103 0.479 0.590 0.4289
H 2.234 0.061 1.146 0.3111
H 0.877 -0.226 -1.531 0.4419
H 1.408 -1.574 0.281 0.2062

***

32
Properties=species:S:1:pos:R:3:mulliken_charge:R:1 method="wB97M-V/def2-TZVPD" homo_ev=-9.638 total_charge=0
S -2.445 -1.632 -0.275 1.1742
F -0.059 1.912 4.212 -0.2839
F 1.083 -1.431 3.725 -0.2386
F 0.511 -0.388 5.553 -0.2469
F 2.501 2.989 -2.476 -0.2458
F 2.125 1.864 -4.307 -0.2666
F 3.779 1.179 -2.940 -0.2337
F -1.187 0.153 3.651 -0.2633
F 2.257 0.382 4.398 -0.2282
O -2.510 -0.937 1.008 -0.6697
O 1.338 1.768 1.898 -0.5846
O -3.148 -2.932 -0.238 -0.6868
N 0.057 0.089 1.080 0.0233
N -0.868 -1.988 -0.668 -0.2291
N 0.161 -1.116 -2.360 -0.5933
C 1.018 -0.193 4.283 0.6334
C 1.566 0.844 -2.277 -0.1816
C 0.536 0.908 2.119 0.1435
C 0.035 0.719 3.552 0.7909
C 0.339 0.136 -0.323 0.7712
C 1.190 1.044 -0.926 -0.6161
C -0.141 -0.957 -1.084 -0.0270
C 0.951 -0.222 -2.984 -0.9927
C 2.526 1.747 -2.993 0.9516
C -3.126 -0.676 -1.628 -0.9062
H -2.990 -1.245 -2.541 0.3491
H 1.640 1.859 -0.386 0.6660
H -4.175 -0.461 -1.452 0.3934
H 1.113 -0.401 -4.020 0.4652
H -0.823 -2.709 -1.389 0.5300
H -0.641 -0.575 1.463 0.2854
H -2.612 0.269 -1.676 0.3172

***

28
Properties=species:S:1:pos:R:3:lowdin_spin:R:1 method="wB97M-V/def2-TZVPD" homo_ev="-13.257 / -13.256" s2=0.7564 multiplicity=2 total_charge=+1
Cl 4.603 -9.264 -18.408 0.0000
Cl 0.959 -7.248 -19.817 0.0000
Cl 0.907 -5.798 -15.659 0.0001
Cl 5.021 -6.561 -20.250 0.0003
O 6.222 -3.960 -14.414 0.7724
O 4.960 -2.530 -15.531 0.0507
C 5.440 -3.770 -15.366 0.0721
C 4.142 -3.657 -17.340 0.0204
C 4.911 -4.639 -16.548 0.0659
C 4.468 -9.341 -20.239 0.0000
C 0.448 -6.828 -17.044 0.0000
C 5.485 -8.275 -20.782 0.0000
C 3.956 -2.401 -16.426 0.0086
C 1.584 -6.848 -18.166 0.0000
H 5.555 -8.368 -21.866 0.0000
H 2.992 -2.389 -15.917 -0.0004
H 3.190 -4.071 -17.671 0.0049
H 5.753 -5.031 -17.117 -0.0008
H 2.248 -5.990 -18.264 0.0000
H 2.252 -7.642 -17.834 0.0000
H -0.609 -6.659 -17.253 0.0000
H 4.260 -5.437 -16.191 0.0007
H 6.494 -8.529 -20.458 0.0000
H 4.918 -10.269 -20.591 0.0000
H 4.519 -3.326 -18.308 0.0010
H 0.391 -7.857 -16.689 0.0000
H 3.399 -9.331 -20.451 0.0000
H 4.112 -1.509 -17.033 0.0041

***

147
Properties=species:S:1:pos:R:3:mulliken_charge:R:1 method="wB97M-V/def2-TZVPD" homo_ev=-10.875 total_charge=+1
Br 1.303 -1.528 -0.264 -0.1207
P 0.432 4.056 -0.592 0.2250
P 0.835 1.837 4.299 0.0459
F -5.388 0.310 -4.589 -0.0410
F 8.685 4.081 3.924 -0.3202
F 0.173 -3.657 -2.793 -0.0550
F 6.139 -1.545 7.272 -0.1148
F -3.345 3.903 -3.427 -0.2071
O -3.788 -4.682 -3.636 -0.3568
O 1.390 4.990 2.344 -0.6678
O -0.960 4.618 2.170 -0.5522
O 5.831 -5.489 3.627 -0.5182
O 0.444 -1.389 3.348 -0.4603
O 1.687 3.222 4.450 -0.3105
O 2.577 -1.401 2.606 -0.2721
O 4.029 -4.310 4.246 -0.3619
N 0.655 2.473 0.278 0.2511
N 1.919 0.740 5.004 -0.4310
C 5.827 -1.895 10.854 -0.3495
C 7.545 3.461 4.277 0.3910
C 1.806 -4.778 -1.532 -0.2136
C 5.192 3.533 4.626 -0.3323
C 7.005 -3.793 9.967 -0.3454
C 2.231 -7.104 -1.957 -0.7037
C -2.705 -2.668 -5.671 0.4742
C -2.418 0.496 -6.897 -0.2996
C 0.805 1.105 -1.807 -2.0914
C 1.345 -0.913 2.721 -1.0727
C -6.445 5.807 -1.537 -0.6569
C 3.133 -2.171 3.690 0.0153
C -3.677 -3.291 -3.414 -0.6193
C 7.596 2.129 4.635 -0.6227
C -2.945 -2.004 -7.055 -1.2615
C -5.247 3.782 -2.052 -0.1399
C -8.747 1.573 -4.192 -0.5210
C -8.735 -0.800 -3.809 -0.4109
C 0.849 -4.800 -2.525 0.7728
C 5.215 2.195 4.998 -0.5215
C 3.469 -3.561 3.181 -0.6580
C 1.264 -7.097 -2.954 -0.4533
C 6.896 -3.272 8.686 -0.4499
C -4.372 4.536 -2.806 0.3464
C 0.667 2.654 1.623 -1.0132
C -0.910 3.818 -1.783 -0.9392
C -3.517 -5.461 -2.489 -0.6854
C 2.501 -5.944 -1.244 -0.5982
C 1.962 4.253 -1.563 -1.1766
C -1.674 0.946 -4.503 1.9949
C 1.092 0.173 0.499 0.5418
C 5.400 -4.504 4.138 0.6370
C -1.918 -0.899 -7.348 -0.9447
C 0.933 1.582 2.470 0.3457
C -2.992 3.382 1.675 -0.9388
C -0.506 0.457 -2.268 -0.2466
C 6.366 4.178 4.263 -0.5790
C -7.380 1.549 -4.432 -0.6882
C -4.496 5.902 -2.950 -0.6373
C 1.141 0.326 1.887 1.6423
C -3.893 -2.563 -4.725 0.1911
C 6.416 1.496 4.997 -0.2660
C -7.369 -0.841 -4.051 -0.2642
C -5.550 6.537 -2.306 -0.4525
C 6.229 -3.399 4.722 -0.7956
C 6.472 -3.108 11.050 -0.6194
C 0.558 -5.939 -3.246 -0.4750
C 6.251 -2.064 8.524 0.5194
C -6.292 4.432 -1.410 -0.6379
C -0.530 0.207 -3.787 -0.9262
C -6.724 0.339 -4.356 0.4162
C -9.425 0.402 -3.880 -0.6449
C -1.433 1.257 -5.996 -1.5977
C 5.714 -1.359 9.579 -0.5459
C -1.972 3.765 2.728 0.1510
C 0.860 1.261 -0.321 0.3365
B 0.326 4.182 2.068 1.2144
H -9.260 -1.713 -3.564 0.3981
H 2.774 -8.012 -1.735 0.3879
H 6.311 -2.589 3.995 0.2758
H -4.124 -1.522 -4.506 -0.3811
H 6.375 5.219 3.972 0.4356
H 2.449 -2.244 4.534 0.3467
H -3.368 0.409 -6.369 0.1627
H 8.542 1.606 4.626 0.4453
H 1.008 2.035 -2.324 0.5173
H -10.489 0.427 -3.694 0.3874
H 1.427 -0.076 5.346 0.3813
H -0.202 -5.913 -4.015 0.5059
H -7.264 6.307 -1.039 0.4285
H -1.714 -0.857 -8.418 0.4271
H -4.765 -3.016 -5.206 0.4535
H 1.057 -8.001 -3.511 0.3871
H -0.573 3.367 -2.715 0.3278
H -2.435 -3.713 -5.818 0.5702
H 3.251 -5.946 -0.465 0.4321
H 7.302 -3.791 7.828 0.3819
H -5.671 7.607 -2.411 0.3926
H 4.029 -1.644 4.017 0.0920
H -1.358 1.080 -1.998 0.2004
H -5.112 2.711 -1.977 0.6003
H -4.191 -6.317 -2.487 0.2730
H -0.688 -0.862 -3.940 -0.4260
H 7.512 -4.736 10.118 0.3704
H -0.639 -0.491 -1.749 0.5864
H -6.812 -1.768 -4.009 0.3669
H 2.562 -4.046 2.821 0.2949
H -3.946 -1.571 -7.080 0.4618
H -3.467 4.271 1.262 0.2867
H -1.335 4.795 -2.001 0.6469
H 2.700 0.462 4.417 0.1511
H -3.742 2.709 2.086 0.4554
H 1.194 5.905 2.112 0.3046
H -2.494 2.857 0.853 -0.0704
H 0.432 0.436 -4.251 0.6920
H 6.559 -3.520 12.046 0.3780
H -3.786 6.451 -3.553 0.4567
H -0.985 -1.130 -6.831 0.4801
H 5.753 -3.009 5.617 0.1690
H -2.870 -2.783 -7.812 0.4324
H -2.488 -5.830 -2.510 0.1296
H 1.780 3.339 5.405 0.2613
H 4.298 1.695 5.278 0.5511
H -9.283 2.510 -4.253 0.3858
H -6.989 3.861 -0.813 0.4629
H -2.566 0.322 -4.428 -0.3696
H 5.223 -0.411 9.402 0.4244
H -2.604 1.097 -7.788 0.4749
H 1.616 0.422 -2.071 0.7015
H 6.439 0.453 5.289 0.5005
H -2.688 -3.054 -2.995 0.1427
H 2.619 3.385 -1.518 0.3517
H -2.456 4.337 3.519 0.4483
H -6.830 2.449 -4.673 0.5072
H 1.697 4.382 -2.615 0.4167
H 4.257 4.077 4.604 0.3346
H -0.411 0.996 -6.279 0.5133
H 7.216 -3.782 4.958 0.4365
H 4.168 -3.484 2.343 0.3865
H -1.891 1.867 -3.961 -0.5906
H -1.680 3.167 -1.373 0.0041
H -4.437 -2.978 -2.685 0.3990
H 2.492 5.138 -1.225 0.3887
H -1.540 2.879 3.197 0.0033
H 1.985 -3.851 -1.005 -0.0972
H -3.681 -4.894 -1.570 0.3388
H 5.409 -1.360 11.696 0.3634
H -1.556 2.328 -6.161 0.4311
H -1.860 -2.161 -5.197 -0.4932